Entry 1:
The following is a DFT calculation (the ωB97M-V functional and the def2-TZVPD basis) of an isolated ion of composition C5H10NO and charge -2.

Spin multiplicity: 2
HOMO (alpha / beta) (eV): 3.9 / 0.2
⟨S²⟩: 0.751
E (Eh): -326.302792
Net charge: -2

Geometry as XYZ:
```
17
Properties=species:S:1:pos:R:3:forces:R:3
C -0.01292 -1.13288 2.03491 -2.374 0.926 -0.423
O -0.78157 -2.03170 2.66713 0.119 -0.580 -0.447
C -0.57067 -0.56153 0.55022 2.752 -1.384 0.498
C 0.52524 0.47087 0.04869 -1.425 -1.153 0.847
C 0.27661 0.99397 -1.31600 0.798 -0.340 -2.199
C 0.15538 2.27450 -1.67990 0.091 1.002 1.297
N 0.40830 0.04543 -2.39287 -0.566 -0.398 1.068
H -0.10010 -0.17601 2.61792 0.949 0.272 -0.123
H 1.04393 -1.43703 1.89444 0.232 0.202 -0.204
H -0.55237 -1.44034 -0.14650 -0.717 0.593 0.540
H -1.52569 -0.07291 0.72268 -0.177 -0.265 -0.310
H 1.49500 -0.03015 0.18985 -0.098 0.331 -0.236
H 0.34737 1.22242 0.80291 0.725 0.873 -0.087
H -0.27878 2.76060 -2.53914 0.322 -0.717 -0.620
H 0.52963 2.99215 -0.95906 -0.526 0.301 0.457
H 0.18354 0.43802 -3.29615 -0.069 0.148 -0.038
H -0.05956 -0.84279 -2.23732 -0.038 0.190 -0.021
```
Forces are in eV/Å.

Löwdin atomic charge list, values in e, 4 entries:
1. C -0.550
2. O -0.424
3. C -0.181
4. C -0.234

Entry 2:
The following is a DFT calculation (the ωB97M-V functional and the def2-TZVPD basis) of a 2-piece molecular cluster, C5H10NO overall.

Spin multiplicity: 2
HOMO (alpha / beta) (eV): 1.3 / 1.1
⟨S²⟩: 0.754
E (Eh): -326.253267
Net charge: -2

Geometry as XYZ:
```
17
Properties=species:S:1:pos:R:3:forces:R:3
C 0.36884 -1.48834 1.10761 0.436 -0.482 -1.065
O 0.74017 -2.78258 0.92722 0.261 0.103 0.207
C 0.29552 -0.70521 -0.23440 0.502 0.197 -0.142
C -0.08343 0.73944 -0.13421 -0.892 -0.852 0.473
C -0.31605 1.65990 -1.27227 1.474 -0.105 -0.838
C -1.55131 1.97452 -1.81236 0.503 -0.038 0.600
N 0.91550 2.03775 -1.69847 -0.242 0.539 0.389
H 1.08896 -0.85122 1.69527 -0.164 -0.171 0.484
H -0.63604 -1.44500 1.59080 -0.075 0.542 0.158
H -0.17668 -1.38817 -0.93861 -0.845 0.399 -0.215
H 1.30943 -0.64741 -0.67610 0.209 -0.267 0.347
H 0.39328 -2.41992 3.28003 0.009 -0.356 0.123
H 0.41235 1.20660 0.71350 -0.130 0.168 0.050
H -1.53212 2.71135 -2.61046 -0.515 -0.058 -0.107
H -2.43979 1.58121 -1.33511 -0.227 0.225 -0.218
H 0.85872 2.86152 -2.30171 -0.288 -0.094 -0.357
H 0.35267 -3.04445 3.69929 -0.018 0.251 0.111
```
Forces are in eV/Å.

Löwdin atomic charge list, values in e, 4 entries:
1. C -0.623
2. O -0.442
3. C -0.256
4. C -0.110

Entry 3:
The following is a DFT calculation (the ωB97M-V functional and the def2-TZVPD basis) of one molecule with the formula C5H10NO.

Spin multiplicity: 2
HOMO (alpha / beta) (eV): -3.7 / -9.8
⟨S²⟩: 0.752
E (Eh): -326.345245
Net charge: 0

Geometry as XYZ:
```
17
Properties=species:S:1:pos:R:3:forces:R:3
O 1.17481 2.28373 -0.99383 0.090 -0.110 0.162
C 0.20701 2.52728 -0.32308 -0.049 0.453 -0.662
C -1.00988 1.68223 -0.17348 -0.473 -0.582 0.889
C -1.01891 0.25978 -0.76615 0.332 0.136 -0.673
C 0.17722 -0.56270 -0.32717 -1.123 -0.075 0.748
C 0.03888 -1.73857 0.34178 0.502 0.421 -0.416
N 1.29615 -2.33876 0.86996 -1.124 0.398 -0.379
H 0.08587 3.52244 0.16650 0.250 -0.194 0.092
H -1.82356 2.33927 -0.52961 0.020 -0.402 0.002
H -1.15847 1.59415 0.91715 -0.110 0.155 -0.179
H -0.99858 0.36196 -1.87003 0.060 -0.131 0.392
H -1.95063 -0.27738 -0.53471 0.205 0.341 0.107
H 1.12658 -0.10191 -0.54409 0.302 -0.383 -0.228
H -0.86992 -2.15411 0.74349 -0.057 0.116 -0.162
H 1.55264 -3.10171 0.24777 0.691 0.158 -0.236
H 1.94678 -1.51601 0.97756 0.823 -0.224 -0.099
H 1.22402 -2.77968 1.79795 -0.338 -0.078 0.641
```
Forces are in eV/Å.

Löwdin atomic charge list, values in e, 4 entries:
1. O 0.048
2. C -0.291
3. C -0.177
4. C -0.197

Entry 4:
The following is a DFT calculation (the ωB97M-V functional and the def2-TZVPD basis) of an isolated ion of composition C5H10NO and charge +1.

SMILES: CCC[N+]#CCO
HOMO (eV): -15.7
E (Eh): -326.161912
Net charge: +1

Geometry as XYZ:
```
17
Properties=species:S:1:pos:R:3:forces:R:3
C -2.22291 1.03961 -0.25906 -0.319 1.257 0.986
C -2.12128 -0.41241 0.10646 1.860 -1.008 -1.277
C -0.73534 -1.03704 -0.29130 0.302 -1.967 -1.774
N 0.41674 -0.56462 0.34045 1.346 1.343 1.648
C 1.40270 -0.14221 0.74063 0.301 0.160 -1.491
C 2.89430 0.38391 0.56049 -4.246 2.433 1.470
O 3.18985 0.07348 -0.75531 2.325 -0.914 1.799
H -1.44915 1.75210 0.15532 -0.757 -1.019 0.073
H -3.23229 1.35549 0.12140 0.987 0.173 -0.751
H -2.11424 1.14636 -1.32415 -0.444 0.172 -0.526
H -2.75237 -1.00272 -0.56862 -0.404 0.198 0.485
H -2.36321 -0.61198 1.13796 0.031 -0.251 0.282
H -0.60472 -2.16309 -0.17105 -0.921 1.232 0.027
H -0.36447 -0.89288 -1.38304 -1.454 0.036 1.317
H 2.71135 1.54700 0.72987 0.864 -2.330 -0.213
H 3.27356 -0.10635 1.46755 1.423 0.217 -0.779
H 4.07148 -0.36464 -0.60759 -0.894 0.265 -1.277
```
Forces are in eV/Å.

Löwdin atomic charge list, values in e, 4 entries:
1. C -0.112
2. C -0.211
3. C -0.148
4. N 0.157

Entry 5:
The following is a DFT calculation (the ωB97M-V functional and the def2-TZVPD basis) of an isolated ion of composition C5H10NO and charge +1.

SMILES: C[C@H](O)[N+]1(C)C=C1
HOMO (eV): -15.1
E (Eh): -326.102573
Net charge: +1

Geometry as XYZ:
```
17
Properties=species:S:1:pos:R:3:forces:R:3
C 1.74089 0.87932 -0.17712 -1.947 1.530 0.837
C 0.85536 -0.19066 0.38701 -0.540 -2.058 3.769
O 1.31538 -1.45087 0.08855 -0.340 -0.286 0.925
N -0.61882 -0.21068 0.00830 -1.354 0.954 -0.596
C -1.30015 1.08581 0.24325 0.235 1.429 -0.713
C -1.23385 -1.22646 -0.94794 -0.194 -1.171 4.886
C -1.48152 -1.33362 0.36864 -0.773 -0.653 -4.127
H 2.00276 0.57600 -1.14657 0.077 0.002 -1.797
H 1.24111 1.88718 -0.15021 0.730 -0.956 -0.237
H 2.67731 0.93649 0.32996 0.423 -0.042 0.862
H 0.65781 -0.23809 1.56994 1.164 0.742 -2.269
H 1.79196 -1.42556 -0.72232 0.811 -0.146 -1.108
H -0.84631 1.51023 1.17011 -0.579 -0.289 -0.599
H -1.03620 1.75961 -0.61081 -0.467 -0.404 0.766
H -2.41344 0.97205 0.33060 1.268 -0.005 -0.098
H -1.09181 -1.84490 -1.82296 0.053 0.912 -0.497
H -2.26049 -1.68584 1.08157 1.434 0.441 -0.004
```
Forces are in eV/Å.

Löwdin atomic charge list, values in e, 4 entries:
1. C 0.016
2. C -0.387
3. O 0.038
4. N -0.203

Entry 6:
The following is a DFT calculation (the ωB97M-V functional and the def2-TZVPD basis) of an isolated ion of composition C5H10NO and charge +1.

SMILES: C[C@H]1C[C@@]1([NH3+])C=O
HOMO (eV): -15.5
E (Eh): -326.172977
Net charge: +1

Geometry as XYZ:
```
17
Properties=species:S:1:pos:R:3:forces:R:3
C 1.82200 1.20844 -0.40545 -0.646 1.352 -1.394
C 1.06020 -0.11555 -0.25162 1.210 -0.129 -0.183
C 0.60690 -0.72147 1.05302 -1.002 0.214 -1.711
C -0.46581 -0.22864 0.07643 0.249 -0.405 -0.640
N -1.38630 -1.22648 -0.58986 -0.377 -0.439 -1.779
C -1.42314 0.82258 0.55021 -1.411 -0.864 -2.522
O -2.60224 0.63446 0.19945 1.287 0.970 1.565
H 2.90020 1.12217 -0.59014 -0.320 -0.853 -0.142
H 1.84947 1.96727 0.37902 -0.862 -0.323 0.325
H 1.40150 1.70029 -1.34983 0.634 -0.460 1.271
H 1.54500 -0.76331 -1.10160 -1.784 0.481 1.923
H 0.49927 -1.75275 1.17548 0.556 -1.740 -0.115
H 0.47108 -0.28701 2.00249 0.826 1.187 0.901
H -2.30859 -0.71883 -0.21358 0.215 -0.705 -0.575
H -1.30210 -2.22816 -0.25830 0.033 1.506 -0.758
H -1.54421 -1.13948 -1.70104 1.019 -0.443 3.145
H -1.12323 1.72647 1.02532 0.375 0.651 0.691
```
Forces are in eV/Å.

Löwdin atomic charge list, values in e, 4 entries:
1. C -0.066
2. C -0.187
3. C 0.004
4. C -0.315

Entry 7:
The following is a DFT calculation (the ωB97M-V functional and the def2-TZVPD basis) of an isolated ion of composition C5H10NO and charge +1.

SMILES: CO/C=C\C(C)=[NH2+]
HOMO (eV): -14.1
E (Eh): -326.234107
Net charge: +1

Geometry as XYZ:
```
17
Properties=species:S:1:pos:R:3:forces:R:3
C -0.19528 -2.06982 -0.00190 0.445 -0.888 0.404
O -1.36166 -1.64283 -0.67329 -0.239 0.015 -0.471
C -1.74291 -0.39642 -0.64082 -0.068 0.427 0.342
C -1.05145 0.68246 -0.16639 -0.205 -0.384 -0.163
C 0.34649 0.80940 -0.00252 0.304 0.256 -0.411
C 0.87943 1.69367 1.05933 0.223 0.153 0.213
N 1.19327 0.27036 -0.85499 -0.147 0.239 0.216
H 0.68931 -2.04612 -0.64252 -0.185 0.006 0.023
H -0.01521 -1.47382 0.89551 -0.087 -0.024 -0.045
H -0.38153 -3.10724 0.27776 0.003 0.156 -0.032
H -2.78310 -0.28566 -0.93126 0.040 -0.045 0.008
H -1.63973 1.53643 0.13439 -0.076 0.081 -0.027
H 0.39870 1.48610 2.01351 -0.017 -0.063 -0.012
H 0.65232 2.73333 0.81648 -0.033 0.022 -0.091
H 1.95713 1.59992 1.16718 0.047 0.017 0.007
H 2.18874 0.42368 -0.77270 -0.041 -0.048 0.064
H 0.86548 -0.21346 -1.67775 0.036 0.079 -0.025
```
Forces are in eV/Å.

Löwdin atomic charge list, values in e, 4 entries:
1. C -0.037
2. O -0.022
3. C -0.081
4. C -0.013

Entry 8:
The following is a DFT calculation (the ωB97M-V functional and the def2-TZVPD basis) of an isolated ion of composition C5H10NO and charge +1.

SMILES: [NH3+]/C=C/CCC=O
HOMO (eV): -12.7
E (Eh): -326.150551
Net charge: +1

Geometry as XYZ:
```
17
Properties=species:S:1:pos:R:3:forces:R:3
N -1.04555 2.64319 1.28478 1.211 -3.038 -0.408
C -1.15001 1.24880 0.59846 6.707 2.437 0.424
C 0.08828 0.76328 0.27685 -4.825 -2.954 -1.530
C 0.07618 -0.72979 -0.22677 -0.046 0.425 2.067
C 1.12598 -1.26372 -1.19854 -1.005 -0.932 -1.270
C 1.01242 -2.82926 -0.94422 -2.989 4.334 -3.026
O 0.01859 -3.23508 -1.50110 1.088 -1.920 0.954
H -1.38348 3.31246 0.65507 -0.910 1.645 -0.839
H 0.00631 2.70087 1.30004 -1.503 0.718 1.226
H -1.62466 2.54047 2.13474 1.062 0.851 -0.021
H -2.10271 0.95230 0.64285 -3.180 -1.905 -0.292
H 0.99155 1.29125 0.22843 1.150 0.934 0.461
H -0.95180 -1.01057 -0.54890 0.749 0.199 0.226
H 0.25928 -1.27352 0.78222 -0.377 0.572 -1.421
H 2.07028 -0.90090 -0.98335 2.085 0.850 0.741
H 0.95791 -1.02093 -2.30292 -0.198 -0.506 1.588
H 1.65142 -3.18883 -0.19764 0.980 -1.710 1.120
```
Forces are in eV/Å.

Löwdin atomic charge list, values in e, 4 entries:
1. N 0.197
2. C -0.011
3. C -0.004
4. C -0.183

Entry 9:
The following is a DFT calculation (the ωB97M-V functional and the def2-TZVPD basis) of an isolated ion of composition C5H10NO and charge +1.

HOMO (alpha / beta) (eV): -14.4 / -14.3
E (Eh): -326.117300
Net charge: +1

Geometry as XYZ:
```
17
Properties=species:S:1:pos:R:3:forces:R:3
C -0.65185 -1.27651 -0.54263 0.031 0.235 -0.245
C 0.83750 -1.35494 -0.11086 0.270 -0.477 -0.067
C -0.75272 0.25345 -0.25204 -1.056 -0.068 0.898
C 0.73429 0.04482 0.30552 -0.657 0.485 -1.637
C -1.85917 0.76383 0.62399 -0.056 0.156 -0.262
N 1.81089 1.03461 0.13913 0.183 0.345 0.142
O -0.28095 0.99835 -1.22918 1.215 -0.648 0.770
H -0.78371 -1.46774 -1.60342 -0.040 0.047 -0.001
H -1.31840 -1.88303 0.05871 0.026 -0.025 0.109
H 0.96845 -2.03713 0.72914 0.089 0.034 0.145
H 1.56958 -1.60602 -0.87972 0.030 0.027 -0.023
H -1.64407 1.77055 0.97793 0.023 0.016 0.002
H -2.02521 0.10239 1.47043 0.001 -0.020 0.039
H -2.77084 0.81052 0.02676 -0.047 -0.028 0.029
H 1.36972 1.93829 -0.10356 0.127 -0.228 0.113
H 2.45552 0.79073 -0.62925 -0.134 0.089 0.249
H 2.34098 1.11785 1.01905 -0.004 0.059 -0.260
```
Forces are in eV/Å.

Löwdin atomic charge list, values in e, 4 entries:
1. C -0.033
2. C -0.082
3. C -0.579
4. C -0.018

Entry 10:
The following is a DFT calculation (the ωB97M-V functional and the def2-TZVPD basis) of an isolated ion of composition C5H10NO and charge +1.

SMILES: C[C@]12CC[C@@]1([NH3+])O2
HOMO (eV): -14.2
E (Eh): -326.162247
Net charge: +1

Geometry as XYZ:
```
17
Properties=species:S:1:pos:R:3:forces:R:3
C 0.12145 0.51690 -2.01751 0.353 2.300 2.301
C -0.37955 0.47246 -0.52113 1.961 0.533 -1.715
C -0.19475 1.57843 0.51043 -3.058 -0.166 1.254
C -0.16501 0.54773 1.67830 -3.130 -1.172 0.272
C -0.42806 -0.53530 0.59314 1.870 1.471 1.031
N -0.06196 -1.94695 0.71658 -1.520 -0.862 -0.508
O -1.51630 -0.24662 -0.13810 -2.964 -0.415 -0.627
H -0.22707 -0.30620 -2.54546 -0.412 -1.528 -1.049
H 1.21246 0.66356 -2.06296 -0.248 -0.706 0.289
H -0.18648 1.45389 -2.53290 -0.538 -0.631 0.581
H -1.03325 2.32146 0.66819 0.953 -0.784 -0.733
H 0.71698 2.03734 0.45495 2.245 1.405 -0.410
H 0.79652 0.46551 2.13451 0.507 -0.036 0.543
H -1.07477 0.55560 2.42739 2.076 0.279 -1.189
H -0.13417 -2.32029 -0.26932 0.513 -0.086 1.270
H -0.75858 -2.51516 1.33747 1.548 1.210 -1.119
H 0.88782 -1.92441 1.10405 -0.156 -0.811 -0.191
```
Forces are in eV/Å.

Löwdin atomic charge list, values in e, 4 entries:
1. C 0.048
2. C -0.309
3. C -0.051
4. C -0.029

Entry 11:
The following is a DFT calculation (the ωB97M-V functional and the def2-TZVPD basis) of an isolated ion of composition C5H10NO and charge +1.

HOMO (alpha / beta) (eV): -12.0 / -12.0
E (Eh): -326.112690
Net charge: +1

Geometry as XYZ:
```
17
Properties=species:S:1:pos:R:3:forces:R:3
C 0.49655 1.61040 0.24340 -1.238 -0.996 0.647
C -0.70029 1.06455 0.02719 0.091 -0.268 0.176
C 1.73606 0.80008 0.37832 2.389 -1.216 1.935
C -0.84659 -0.30445 -0.39876 2.532 -2.006 0.463
C 1.52417 -0.65338 0.08735 -2.128 -2.914 -2.660
N -1.96522 -1.21013 0.22839 0.895 1.140 -0.628
O 1.97349 -1.21425 -1.07728 0.468 0.706 0.411
H 0.44925 2.65223 0.35087 0.805 1.377 0.275
H -1.55403 1.69620 0.02360 -0.710 0.873 0.003
H 2.51381 1.16100 -0.32486 -0.331 -0.180 0.255
H 2.31289 0.75125 1.43389 -1.627 0.932 -1.965
H -0.83943 -0.42698 -1.46052 -0.154 -0.401 -0.506
H 1.38534 -1.62182 0.71336 0.255 2.609 -0.109
H -2.72033 -1.44679 -0.45198 0.996 -0.522 0.603
H -2.38634 -0.52301 0.81701 -0.754 0.194 1.211
H -1.56933 -1.97955 0.82232 -0.783 0.642 -1.059
H 2.43649 -0.65834 -1.74828 -0.706 0.030 0.946
```
Forces are in eV/Å.

Löwdin atomic charge list, values in e, 4 entries:
1. C -0.073
2. C -0.153
3. C -0.150
4. C -0.122

Entry 12:
The following is a DFT calculation (the ωB97M-V functional and the def2-TZVPD basis) of a 2-piece molecular cluster, C5H10NO overall.

HOMO (eV): -13.5
E (Eh): -326.145839
Net charge: +1

Geometry as XYZ:
```
17
Properties=species:S:1:pos:R:3:forces:R:3
C 1.41745 0.52793 -1.82245 0.846 0.828 0.711
C 1.35814 -0.65148 0.50205 0.536 -1.336 -0.485
C 1.39587 0.02150 -0.62541 -0.461 -0.184 0.238
C -1.46916 -1.15350 0.40990 -1.578 0.508 -2.732
C -1.07316 0.27953 0.61980 0.656 1.013 3.403
N -1.47043 1.31337 -0.05652 -0.840 -2.602 -1.472
O 1.70221 -0.24628 1.75312 -1.981 -1.028 0.149
H 0.65788 1.18630 -2.22236 -0.339 -0.284 -0.134
H 2.39676 0.58542 -2.28364 -0.096 -0.222 -0.469
H 1.15664 -1.73753 0.46934 0.000 0.707 -0.085
H -0.76831 -1.91320 0.76786 -0.625 0.545 0.480
H -2.59263 -1.34415 0.65482 2.058 0.403 -0.080
H -1.40272 -1.21747 -0.73464 -0.324 -0.392 1.339
H -0.58129 0.64441 1.62193 -0.625 -1.181 -1.965
H -1.22435 2.22231 0.18078 0.594 1.784 0.780
H -1.97653 1.22886 -0.93758 0.043 -0.169 0.220
H 2.47362 0.25397 1.70301 2.136 1.613 0.102
```
Forces are in eV/Å.

Löwdin atomic charge list, values in e, 4 entries:
1. C 0.058
2. C -0.256
3. C -0.076
4. C -0.032

Which relative energy (zero: lowest compared OMol25 entry of this formula, charge and spin) belongs to each record? In order, 14.7, 45.8, 46.4, 75.2, 112.5, 68.3, 29.9, 82.4, 103.2, 75.0, 106.1, 85.3 kcal/mol.
Which max |F| belongs to each record? In order, 3.12, 1.70, 1.35, 5.11, 5.03, 3.34, 1.07, 7.15, 1.83, 3.35, 4.48, 3.61 eV/A.